No. 1
Entry from the OMol25 dataset: a molecular structure, C45H47MnN5O7S in a non-equilibrium geometry (ωB97M-V/def2-TZVPD).

```
106
Properties=species:S:1:pos:R:3:lowdin_spin:R:1
Mn -0.629 0.782 1.309 4.658
O -0.869 3.270 6.974 0.004
C -0.796 2.708 5.915 0.002
C -1.936 2.470 4.935 0.001
O -3.104 2.773 5.101 -0.003
C -1.316 1.824 3.797 0.005
C 0.068 1.682 3.948 0.007
O 0.815 1.207 3.011 0.052
C 0.471 2.111 5.292 0.004
O 1.551 2.002 5.826 0.007
O -1.888 1.420 2.694 0.061
O -0.494 -1.325 2.252 0.030
S 0.054 -2.002 3.477 0.006
C 0.653 -3.597 2.870 0.002
C 2.073 -3.446 2.384 0.000
C 3.153 -3.713 3.221 0.000
C 4.453 -3.476 2.792 0.000
C 4.687 -2.969 1.519 0.000
C 3.616 -2.704 0.677 0.000
C 2.316 -2.937 1.109 0.000
C -1.415 -2.562 4.384 0.001
C -2.533 -2.956 3.464 0.000
C -3.311 -1.966 2.865 0.000
C -4.346 -2.319 2.009 0.000
C -4.612 -3.657 1.742 0.000
C -3.825 -4.647 2.318 0.000
C -2.787 -4.294 3.172 0.000
H -0.031 -3.857 2.058 0.000
H 0.570 -4.319 3.686 0.000
H 2.976 -4.107 4.217 0.000
H 5.284 -3.684 3.455 0.000
H 5.702 -2.781 1.186 0.000
H 3.793 -2.311 -0.318 0.000
H 1.476 -2.715 0.459 0.000
H -1.680 -1.695 4.991 0.000
H -1.085 -3.370 5.039 0.000
H -3.099 -0.917 3.055 0.000
H -4.945 -1.540 1.553 0.000
H -5.432 -3.929 1.089 0.000
H -4.026 -5.692 2.115 0.000
H -2.180 -5.070 3.630 0.000
C 6.921 1.377 -2.473 0.000
C 5.634 1.210 -1.715 0.003
C 5.587 1.382 -0.338 0.000
C 4.415 1.186 0.380 0.003
C 4.431 1.406 1.880 0.000
C 3.256 0.801 -0.320 0.001
C 2.090 0.491 0.520 0.018
O 0.959 0.247 0.121 0.034
C 3.267 0.670 -1.720 0.002
C 2.061 0.264 -2.543 0.001
C 4.462 0.878 -2.389 0.000
H 7.754 1.583 -1.803 0.000
H 6.847 2.199 -3.189 0.000
H 7.151 0.473 -3.038 0.000
H 6.486 1.678 0.192 0.000
H 5.352 1.909 2.168 0.000
H 4.385 0.458 2.424 0.000
H 3.592 2.008 2.230 0.000
H 2.248 0.468 1.606 0.001
H 1.116 0.507 -2.071 0.000
H 2.065 -0.818 -2.705 0.000
H 2.114 0.736 -3.527 0.000
H 4.482 0.771 -3.470 0.000
N -0.839 6.185 -8.065 0.000
C -0.925 5.805 -6.985 0.000
C -1.035 5.320 -5.617 0.000
C -0.315 4.206 -5.216 0.000
C -0.418 3.743 -3.915 0.000
C -1.232 4.403 -3.008 0.000
C -1.950 5.518 -3.402 0.000
C -1.855 5.973 -4.709 0.000
N -1.338 3.920 -1.674 0.004
C -2.373 4.149 -0.768 0.000
C -2.063 3.437 0.340 0.004
N -0.852 2.786 0.150 0.032
C -0.457 3.089 -1.050 0.009
H 0.319 3.693 -5.927 0.000
H 0.129 2.857 -3.619 0.000
H -2.568 6.053 -2.694 0.000
H -2.416 6.843 -5.022 0.000
H -3.231 4.758 -1.001 0.000
H -2.604 3.334 1.271 0.000
H 0.482 2.784 -1.492 0.000
C -3.263 -2.323 -4.032 0.000
C -3.920 -2.109 -2.674 0.001
N -2.956 -1.861 -1.605 0.005
C -2.120 -2.989 -1.205 0.000
C -0.651 -2.824 -1.584 0.000
C -2.823 -0.659 -0.969 0.010
C -3.602 0.515 -1.496 0.001
N -2.084 -0.482 0.070 0.030
H -4.022 -2.442 -4.809 0.000
H -2.635 -3.219 -4.037 0.000
H -2.634 -1.466 -4.292 0.000
H -4.512 -2.987 -2.403 0.000
H -4.610 -1.274 -2.731 0.000
H -2.524 -3.873 -1.696 0.000
H -2.226 -3.162 -0.129 0.000
H -0.558 -2.594 -2.649 0.000
H -0.108 -3.752 -1.384 0.000
H -0.174 -2.018 -1.024 0.000
H -4.671 0.378 -1.317 0.000
H -3.451 0.665 -2.568 0.000
H -3.282 1.400 -0.954 0.000
H -1.680 -1.354 0.406 0.001
```

HOMO-LUMO gap (spin up / spin down)	0.21108 / 0.21229	hartree
lowest unoccupied orbital energy (spin up / spin down)	-0.5 / -0.6	eV
multiplicity	6


No. 2
Entry from the OMol25 dataset: a molecular structure, C45H48N3OS2Sb2Tl (ωB97M-V/def2-TZVPD).

```
102
Properties=species:S:1:pos:R:3:mulliken_charge:R:1
Tl -0.838 -1.212 0.733 1.084
C 2.215 3.475 -1.200 -1.082
C 3.556 2.926 -0.708 -0.554
C 3.904 1.546 -1.270 -1.173
Sb 2.601 -0.002 -0.552 0.905
C 3.559 -1.785 -1.181 0.348
C 4.295 -1.829 -2.360 -0.597
C 4.904 -3.017 -2.744 -0.593
C 4.768 -4.155 -1.960 -0.598
C 4.023 -4.112 -0.788 -0.670
C 3.413 -2.928 -0.399 -0.631
C 3.089 0.001 1.503 0.482
C 2.193 0.480 2.453 0.184
C 2.545 0.511 3.796 -0.662
C 3.795 0.060 4.192 -0.730
C 4.693 -0.426 3.248 -0.749
C 4.343 -0.460 1.908 -0.688
Sb 0.515 2.407 -0.453 1.097
C -0.902 2.674 -1.985 0.349
C -1.647 1.605 -2.467 0.145
C -2.579 1.816 -3.474 -0.853
C -2.761 3.087 -3.997 -0.719
C -2.015 4.155 -3.516 -0.826
C -1.084 3.952 -2.508 -0.255
C -0.197 3.583 1.145 0.502
C 0.674 4.023 2.139 -0.390
C 0.180 4.755 3.208 -0.722
C -1.179 5.031 3.290 -0.612
C -2.047 4.580 2.305 -0.614
C -1.562 3.848 1.230 -0.684
H 2.147 3.412 -2.289 0.511
H 2.077 4.519 -0.916 0.557
H 3.588 2.897 0.387 0.168
H 4.343 3.621 -1.010 0.539
H 4.907 1.240 -0.966 0.550
H 3.870 1.552 -2.360 0.588
H 4.411 -0.947 -2.979 0.447
H 5.491 -3.051 -3.653 0.450
H 5.248 -5.076 -2.260 0.417
H 3.920 -4.998 -0.176 0.453
H 2.838 -2.899 0.522 0.659
H 1.208 0.827 2.159 -0.107
H 1.842 0.882 4.531 0.465
H 4.073 0.084 5.237 0.436
H 5.667 -0.778 3.559 0.445
H 5.048 -0.850 1.183 0.460
H -1.520 0.611 -2.053 0.206
H -3.172 0.988 -3.842 0.424
H -3.490 3.250 -4.780 0.459
H -2.161 5.147 -3.922 0.436
H -0.516 4.796 -2.133 0.444
H 1.737 3.809 2.086 0.352
H 0.855 5.114 3.974 0.452
H -1.561 5.606 4.124 0.424
H -3.105 4.799 2.370 0.451
H -2.246 3.490 0.469 0.459
S -3.402 0.592 0.632 0.038
C -5.030 0.496 0.217 -0.308
N -5.801 -0.520 0.717 0.026
C -7.121 -0.653 0.458 -0.031
C -7.728 0.259 -0.344 -0.804
C -6.905 1.289 -0.842 0.096
N -5.624 1.408 -0.583 -0.443
H -5.336 -1.176 1.329 0.184
H -7.621 -1.493 0.917 0.451
H -8.778 0.199 -0.580 0.394
H -7.331 2.053 -1.485 0.453
C -1.498 1.103 3.774 -0.339
C -1.001 -0.223 4.204 0.241
C -0.912 -0.697 5.564 -1.030
C -0.378 -1.944 5.498 -0.904
C -0.149 -2.208 4.101 0.575
C 0.458 -3.423 3.510 -0.949
N -0.543 -1.160 3.344 0.362
H -1.340 1.850 4.552 0.406
H -2.572 1.057 3.569 0.336
H -1.019 1.441 2.854 -0.340
H -1.207 -0.139 6.439 0.534
H -0.144 -2.618 6.307 0.531
H 0.909 -4.050 4.276 0.421
H 1.220 -3.146 2.778 0.051
H -0.293 -4.010 2.974 0.249
C -0.305 -0.495 -5.420 -1.496
C -0.218 -1.484 -4.294 0.720
C 0.937 -2.224 -4.069 -0.675
C 1.011 -3.143 -3.029 -0.698
C -0.089 -3.332 -2.211 0.504
C -1.261 -2.609 -2.421 -0.497
C -1.317 -1.693 -3.453 -0.770
S 0.049 -4.452 -0.832 0.518
C -1.180 -5.659 -1.317 -1.200
O -0.563 -3.728 0.352 -0.596
H 0.670 -0.317 -5.870 0.384
H -0.707 0.458 -5.073 0.225
H -0.971 -0.865 -6.202 0.370
H 1.796 -2.083 -4.715 0.425
H 1.924 -3.699 -2.855 0.500
H -2.121 -2.766 -1.780 0.556
H -2.230 -1.135 -3.627 0.492
H -2.140 -5.166 -1.459 0.312
H -1.239 -6.395 -0.517 0.456
H -0.849 -6.135 -2.240 0.428
```

charge	+2
HOMO-LUMO gap (spin up / spin down)	0.23769 / 0.21006	hartree
lowest unoccupied orbital energy (spin up / spin down)	-5.8 / -7.0	eV


E_tot values (in eV) by entry order: -111367.887, -93385.333.
Energy relative to the best compared isomer or geometry (same formula, charge and spin) values (in kJ/mol) by entry order: 69.5, 16.1.